# 1
ORCA calculation (wB97M-V/def2-TZVPD) on a 2-piece molecular cluster, C2H8N2S2 overall.

Values from the calculation:
Total charge = +2
E_HOMO = -15.7 eV
Energy above the lowest of the compared OMol25 structures with the same formula, charge and spin = 3.000 eV

Each line ends with the Löwdin charge.
Positions of all 14 atoms, in Å:
C 0.1902 -0.6335 0.0322  -0.01
C -1.0203 -0.8965 0.3043  -0.49
N 1.2201 -0.0684 -0.3542  0.31
N -1.5081 -2.3060 0.8043  0.22
S 2.0335 3.2325 -1.6583  0.47
S -2.3324 0.3386 0.2375  0.98
H 1.9901 0.3649 0.2050  0.20
H 2.7863 4.1978 -2.1550  -0.20
H 1.3156 0.3845 -1.2765  0.15
H -1.6928 -2.2964 1.8431  0.20
H -0.7036 -2.9359 0.6949  0.18
H -2.5294 -2.4552 0.4950  0.21
H 2.9682 2.7983 -0.7192  -0.18
H -2.7176 0.2753 1.5469  -0.05

Forces on atoms 1 to 6 (eV/Å):
1.299 1.108 -0.244
-4.286 -1.737 2.135
1.541 1.782 -0.437
-0.431 2.251 0.746
0.119 -1.081 1.219
0.845 -0.379 0.072

***

# 2
ORCA calculation (wB97M-V/def2-TZVPD) on an isolated ion of composition C2H8N3 and charge +1.

Values from the calculation:
Structure (SMILES) = [H]/N=N/C[NH2+]C
Total charge = +1
E_HOMO = -14.4 eV
Energy above the lowest of the compared OMol25 structures with the same formula, charge and spin = 3.924 eV

Each line ends with the Löwdin charge.
Positions of all 13 atoms, in Å:
H -1.2169 1.6603 2.7649  0.12
N -0.7470 0.7479 2.4210  0.10
N -0.3159 0.9809 1.2474  -0.07
C 0.3472 -0.2238 0.7410  -0.18
N 0.6280 0.0593 -0.6973  0.01
C -0.3504 -0.6388 -1.5809  0.02
H -0.2072 -1.0815 0.9021  0.10
H 1.3584 -0.1531 1.4442  0.21
H 0.6567 1.0759 -0.8503  0.18
H 1.6017 -0.2185 -0.9352  0.19
H -0.6377 0.0775 -2.2681  0.07
H 0.1187 -1.4564 -2.2196  0.15
H -1.2355 -0.8294 -0.9691  0.11

Forces on atoms 1 to 6 (eV/Å):
0.878 -1.506 -0.610
-0.039 2.243 -2.186
-1.665 -0.669 2.774
4.121 3.348 2.451
1.758 -0.919 0.139
0.472 -0.907 -0.405

***

# 3
ORCA calculation (wB97M-V/def2-TZVPD) on an isolated ion of composition C2H8N3O and charge +1.

Values from the calculation:
Structure (SMILES) = C[C@@H](NN)[NH+]=O
Total charge = +1
E_HOMO (spin up / spin down) = -14.8 / -14.8 eV
Energy above the lowest of the compared OMol25 structures with the same formula, charge and spin = 6.961 eV

Each line ends with the Löwdin charge.
Positions of all 14 atoms, in Å:
C -1.5683 0.7311 -0.2136  0.01
C -0.0703 0.6565 -0.4084  -0.21
N 0.4529 0.1791 1.0285  0.06
N 1.1715 -0.9306 0.9634  0.08
N 0.3278 -0.4486 -1.2205  -0.02
O 1.4952 -0.8605 -0.9345  0.06
H -1.9550 -0.1111 0.2458  0.08
H -2.0171 0.8781 -1.1066  0.07
H -1.6696 1.5946 0.3401  0.08
H 0.3384 1.5333 -0.7567  0.14
H 1.0521 0.8449 1.4763  0.15
H 2.1250 -1.2054 1.1890  0.18
H 0.7193 -1.8175 0.9644  0.15
H -0.4019 -1.0439 -1.5672  0.17

Forces on atoms 1 to 6 (eV/Å):
2.772 0.046 -0.153
-1.781 -3.655 0.790
0.742 0.397 0.450
0.762 -2.324 -0.934
1.437 1.835 0.529
-1.391 -0.256 -0.599

***

# 4
ORCA calculation (wB97M-V/def2-TZVPD) on a 2-piece molecular cluster, C2H8N3O overall.

Values from the calculation:
Total charge = +1
E_HOMO = -13.6 eV
Energy above the lowest of the compared OMol25 structures with the same formula, charge and spin = 3.510 eV

Each line ends with the Löwdin charge.
Positions of all 14 atoms, in Å:
C 0.6198 -1.2062 0.8447  -0.09
C -0.2437 1.1884 -0.6185  -0.38
N -0.5384 -1.1836 1.5662  0.19
N -0.9185 2.0690 -1.3334  0.11
N 0.8530 0.6750 -0.9488  0.05
O 1.1990 -2.3791 0.8855  0.19
H -0.7374 0.7166 0.3139  0.11
H -1.0317 -0.2178 1.6041  0.15
H -0.7613 -2.0066 2.2217  0.19
H -0.7189 2.3712 -2.3075  0.14
H -1.9136 2.1804 -1.0801  0.12
H 2.0382 -2.4705 0.4415  0.15
H 0.7851 -0.5105 0.2312  -0.04
H 1.3684 0.7739 -1.8204  0.09

Forces on atoms 1 to 6 (eV/Å):
-5.174 -8.675 7.380
0.289 -1.168 -0.648
1.579 0.974 -0.119
-3.225 1.607 -0.561
1.730 -1.171 0.225
-0.668 0.964 0.615

***

Among the records above, which one has the highest energy above the lowest of the compared OMol25 structures with the same formula, charge and spin?
number 3

***

energy above the lowest of the compared OMol25 structures with the same formula, charge and spin of number 4 (C2H8N3O)?
3.510 eV